1.
{
  "formula": "C21H22N4O3S8Se2Ti",
  "method": "the ωB97M-V functional and the def2-TZVPD basis",
  "e_above_lowest_kcal_mol": 7.4,
  "spin_multiplicity": 1,
  "homo_ev": -1.71,
  "total_charge": -2,
  "symbols": ["Ti", "O", "N", "C", "C", "C", "C", "C", "S", "H", "H", "H", "H", "C", "Se", "C", "C", "Se", "C", "H", "H", "H", "H", "H", "H", "H", "H", "H", "H", "S", "C", "S", "C", "C", "S", "S", "S", "N", "C", "C", "C", "C", "C", "C", "S", "O", "O", "N", "C", "S", "C", "C", "N", "H", "H", "H", "H", "H", "H", "H", "H"],
  "coordinates": [[1.636654, -0.768871, 1.639231], [2.104382, -0.419567, 3.138496], [-0.470201, -0.974312, 2.399724], [-0.485721, -1.561931, 3.616370], [-1.560232, -1.548060, 4.465237], [-2.709929, -0.863009, 4.043016], [-2.723110, -0.284114, 2.808309], [-1.587254, -0.350114, 1.945562], [-1.677263, 0.302529, 0.375050], [0.428634, -2.067097, 3.898070], [-1.497488, -2.041147, 5.424942], [-3.584516, -0.801597, 4.682500], [-3.592848, 0.234589, 2.430490], [-0.099892, -1.099617, -2.580556], [0.984257, -1.959859, -1.218808], [-0.050070, -3.615163, -1.231708], [-1.542265, -3.475924, -0.959368], [-1.992403, -3.576040, 0.937027], [-3.652072, -2.576454, 0.793577], [0.518276, -0.339483, -3.050842], [-0.983280, -0.655678, -2.125903], [-0.378603, -1.848525, -3.322999], [0.443720, -4.276714, -0.520496], [0.089900, -4.032112, -2.231344], [-2.088310, -4.267068, -1.477089], [-1.917083, -2.515209, -1.313205], [-4.378116, -3.109020, 0.179734], [-3.445690, -1.591885, 0.375650], [-4.047767, -2.461683, 1.801353], [7.226621, -5.690855, 1.053981], [5.967246, -4.595335, 1.163799], [4.388308, -5.006416, 1.683129], [3.616909, -3.458582, 1.440346], [4.408149, -2.487213, 0.935643], [3.939206, -0.856417, 0.563247], [6.058079, -2.974491, 0.619007], [1.922062, -3.307326, 1.826311], [-3.284138, 5.334537, -2.609638], [-2.099107, 4.568184, -2.629675], [-2.098958, 3.263491, -2.142071], [-0.943496, 2.505415, -2.179443], [0.226274, 3.039992, -2.700702], [0.235064, 4.336553, -3.186472], [-0.925315, 5.095764, -3.161107], [1.717020, 2.059418, -2.707901], [1.591427, 1.106969, -3.782790], [2.801514, 3.018140, -2.797199], [1.680262, 1.256093, -1.336076], [1.779785, 1.910377, -0.185413], [2.052694, 3.638465, -0.006654], [1.865840, 3.498930, 1.707432], [1.683117, 2.213506, 2.046769], [1.636771, 1.307963, 1.000199], [-3.917341, 5.037969, -1.881088], [-3.104508, 6.324354, -2.526046], [-2.994903, 2.846786, -1.695665], [-0.933455, 1.510780, -1.754893], [1.161916, 4.751840, -3.560106], [-0.916720, 6.113585, -3.537451], [1.938512, 4.345491, 2.368347], [1.579472, 1.835169, 3.050164]],
  "atomic_forces_ev_per_a": [[0.317, 0.046, 0.282], [-0.091, -0.001, -0.235], [0.143, 0.136, 0.236], [0.025, 0.028, -0.104], [-0.114, 0.005, -0.039], [0.059, -0.080, 0.055], [0.125, 0.089, -0.080], [-0.099, -0.083, 0.029], [0.132, 0.195, 0.077], [0.029, 0.064, 0.000], [-0.019, -0.004, 0.000], [0.002, -0.006, 0.008], [0.000, 0.023, 0.020], [0.049, -0.070, -0.006], [-0.089, -0.020, -0.084], [-0.020, -0.062, -0.005], [0.004, 0.021, -0.047], [-0.037, -0.098, -0.078], [-0.239, -0.179, 0.000], [-0.189, -0.215, 0.088], [-0.011, -0.042, -0.007], [-0.030, -0.026, 0.000], [-0.013, -0.015, 0.026], [0.013, -0.030, 0.015], [-0.015, -0.005, 0.009], [-0.001, -0.003, 0.047], [0.009, -0.059, -0.010], [0.056, -0.021, 0.017], [0.004, -0.049, -0.037], [0.013, 0.072, 0.160], [-0.069, -0.169, -0.420], [0.044, 0.020, 0.137], [-0.061, 0.010, 0.005], [-0.017, 0.039, 0.013], [-0.185, -0.001, -0.016], [0.059, 0.046, 0.129], [-0.126, 0.067, -0.081], [0.025, 0.011, 0.030], [-0.028, -0.015, 0.006], [0.006, 0.030, 0.002], [0.026, -0.019, -0.015], [-0.047, -0.032, 0.005], [0.016, 0.023, -0.026], [0.025, 0.000, -0.009], [0.066, 0.267, 0.088], [0.210, 0.200, -0.159], [-0.029, -0.033, -0.005], [0.103, 0.005, -0.045], [-0.116, -0.120, -0.054], [-0.038, 0.063, 0.028], [0.035, -0.049, 0.002], [-0.033, 0.071, -0.053], [0.086, -0.012, 0.168], [-0.003, -0.005, -0.018], [-0.003, -0.007, -0.010], [0.003, -0.011, 0.000], [0.008, 0.023, -0.014], [0.001, -0.001, 0.002], [-0.003, 0.000, 0.001], [0.013, 0.019, -0.022], [0.015, -0.029, -0.003]]
}

***

2.
{
  "formula": "C6H5Cl",
  "method": "the ωB97M-V functional and the def2-TZVPD basis",
  "e_above_lowest_kcal_mol": 18.6,
  "spin_multiplicity": 1,
  "homo_ev": -10.33,
  "total_charge": 0,
  "smiles": "C#CC(C)(Cl)C#C",
  "symbols": ["C", "C", "C", "C", "Cl", "C", "C", "H", "H", "H", "H", "H"],
  "coordinates": [[-2.284390, -1.000036, 0.820768], [-1.202677, -0.563815, 0.526965], [0.129151, -0.029590, 0.225490], [1.148786, -0.449889, 1.295217], [0.674963, -0.747330, -1.372603], [0.079330, 1.420104, 0.075976], [0.062574, 2.628262, 0.005577], [-3.251158, -1.408521, 1.050771], [2.117387, -0.062839, 1.032460], [1.168949, -1.508706, 1.389246], [0.840047, -0.026961, 2.262911], [0.053753, 3.681400, -0.101100]],
  "atomic_forces_ev_per_a": [[0.268, 0.038, -0.142], [-0.554, -0.222, 0.183], [0.017, -0.338, -0.010], [-0.640, 0.969, 0.341], [-0.066, 0.087, 0.175], [0.029, 1.639, -0.044], [0.053, -1.712, 0.011], [0.387, 0.194, -0.064], [0.392, 0.086, -0.099], [0.057, -0.885, -0.061], [0.083, -0.053, -0.316], [-0.024, 0.197, 0.026]]
}

***

3.
{
  "formula": "Cl2I3Na5",
  "method": "the ωB97M-V functional and the def2-TZVPD basis",
  "spin_multiplicity": 1,
  "homo_ev": -6.61,
  "total_charge": 0,
  "symbols": ["Na", "Na", "Na", "Na", "Na", "I", "I", "I", "Cl", "Cl"],
  "coordinates": [[-3.129814, -2.240466, 0.935967], [2.009035, 0.754824, -4.012263], [2.774105, -2.433781, 2.429408], [-2.107893, 2.109446, 3.450995], [0.489864, 0.316932, -0.217347], [0.794581, 3.668300, -0.644032], [-4.032934, 1.047946, 1.153135], [-0.175240, -1.889444, 1.885406], [3.632800, -0.880326, -1.952918], [-0.254503, -0.453431, -3.028350]],
  "atomic_forces_ev_per_a": [[0.130, 0.725, -0.081], [-0.227, -0.627, 1.005], [-0.261, 0.147, -0.491], [-0.299, -0.144, -0.808], [0.124, 0.424, -1.131], [-0.070, -0.620, 0.349], [0.514, -0.445, 0.591], [0.155, -0.040, 0.237], [-0.342, 0.305, 0.071], [0.276, 0.276, 0.257]]
}

***

Respective HOMO-LUMO gap values: 0.211; 0.409; 0.172 Eh.
Respective max |F| values: 0.46; 1.71; 1.21 eV Å⁻¹.